A molecular structure, C25H19FN2O3Pt at a distorted geometry. Source: the OMol25 dataset; level of theory: the ωB97M-V functional and the def2-TZVPD basis.

Computed properties:
- HOMO energy (spin up / spin down): -13.985 / -14.467 eV
- Relative energy (zero: lowest compared OMol25 entry of this formula, charge and spin): 0.2845 eV
- Total charge: +2
- Electronic energy: -41301.8148 eV
- Kohn-Sham gap (spin up / spin down): 7.226 / 4.655 eV
- 2S+1: 5

Geometry (Å):
Pt1 -0.1930 1.1796 -1.9994
C1 -3.4145 -1.6618 4.1546
C2 -2.3205 -0.6171 4.3846
C3 -1.4240 -0.8992 5.5795
C4 -0.6152 -2.1699 5.3631
C5 0.1028 -2.1187 4.0535
C6 1.2155 -2.9006 3.8306
C7 1.8854 -2.8361 2.6165
F1 2.9351 -3.5914 2.4270
C8 1.4840 -1.9765 1.5938
C9 0.3698 -1.1845 1.7889
C10 -0.0608 -0.2823 0.7214
O1 0.6022 -0.1783 -0.3295
C11 -1.2879 0.4366 0.9786
C12 -1.9522 0.2701 2.1510
N1 -1.4918 -0.5195 3.1539
C13 -0.3557 -1.2545 3.0082
C14 -1.7618 1.3046 -0.1732
O2 -2.7231 0.9153 -0.8195
O3 -0.9733 2.3006 -0.4176
H1 -4.0309 -1.7435 5.0484
H2 -2.9899 -2.6403 3.9283
H3 -4.0608 -1.3709 3.3262
H4 -2.7840 0.3596 4.5236
H5 -2.0423 -0.9828 6.4708
H6 -0.7417 -0.0584 5.7259
H7 -1.2619 -3.0534 5.3804
H8 0.1007 -2.3094 6.1732
H9 1.5870 -3.5634 4.6020
H10 2.0242 -1.9235 0.6583
H11 -2.8887 0.7818 2.3305
C15 3.5241 3.7053 -2.6963
C16 3.7194 3.5451 -4.0588
C17 2.8600 2.7404 -4.7901
C18 1.8092 2.1000 -4.1429
N2 1.6447 2.2798 -2.8230
C19 2.4556 3.0439 -2.1074
C20 0.8395 1.1964 -4.7703
C21 0.8942 0.7945 -6.0933
C22 -0.0625 -0.0826 -6.5955
C23 -1.0791 -0.5976 -5.7817
C24 -1.1663 -0.1896 -4.4675
C25 -0.1874 0.6652 -3.9358
H12 4.1718 4.3282 -2.0970
H13 4.5396 4.0474 -4.5536
H14 3.0050 2.6145 -5.8533
H15 2.2402 3.1315 -1.0505
H16 1.6759 1.1605 -6.7450
H17 -0.0346 -0.3540 -7.6428
H18 -1.8010 -1.2969 -6.1799
H19 -1.9808 -0.5439 -3.8490

natural (NBO) population analysis, charges in e, atoms 1 to 5: 1.27, -0.62, -0.04, -0.41, -0.46